{
  "formula": "C28H84O28",
  "method": "ωB97M-V with the def2-TZVPD basis set",
  "relative_energy_kj_mol": 779.0,
  "total_charge": 0,
  "fmax_ev_per_a": 3.142,
  "mol_weight_g_mol": 868.95,
  "symbols": ["C", "C", "O", "O", "H", "H", "H", "H", "H", "H", "C", "C", "O", "O", "H", "H", "H", "H", "H", "H", "C", "C", "O", "O", "H", "H", "H", "H", "H", "H", "C", "C", "O", "O", "H", "H", "H", "H", "H", "H", "C", "C", "O", "O", "H", "H", "H", "H", "H", "H", "C", "C", "O", "O", "H", "H", "H", "H", "H", "H", "C", "C", "O", "O", "H", "H", "H", "H", "H", "H", "C", "C", "O", "O", "H", "H", "H", "H", "H", "H", "C", "C", "O", "O", "H", "H", "H", "H", "H", "H", "C", "C", "O", "O", "H", "H", "H", "H", "H", "H", "C", "C", "O", "O", "H", "H", "H", "H", "H", "H", "C", "C", "O", "O", "H", "H", "H", "H", "H", "H", "C", "C", "O", "O", "H", "H", "H", "H", "H", "H", "C", "C", "O", "O", "H", "H", "H", "H", "H", "H"],
  "xyz": [[-0.969664, -8.731776, 1.911202], [-0.002694, -7.930617, 0.972776], [-0.755280, -7.084485, 0.110879], [-1.736912, -8.001020, 2.826614], [-0.391170, -9.358657, 2.589771], [-1.708525, -9.366431, 1.421908], [0.651923, -8.478993, 0.295382], [0.717028, -7.250990, 1.429087], [-0.299872, -7.019180, -0.731707], [-2.092341, -7.199214, 2.436245], [0.850338, -7.614591, -6.250810], [-0.414067, -8.509185, -6.666220], [-0.866199, -9.328785, -5.581247], [0.526214, -6.586986, -5.298983], [1.353916, -7.067256, -7.047631], [1.691458, -8.184559, -5.856159], [-0.084008, -9.146635, -7.486479], [-1.265221, -7.925125, -7.016249], [-1.514901, -9.926289, -5.960431], [0.060487, -5.873073, -5.740587], [-1.687012, 8.662861, 4.892108], [-0.990566, 9.556598, 5.917543], [-1.543040, 10.847748, 6.044998], [-3.034560, 8.510792, 5.357602], [-1.248676, 7.665786, 4.849469], [-1.710751, 9.029592, 3.865924], [0.070945, 9.624496, 5.679525], [-1.009890, 9.116816, 6.914692], [-2.491009, 10.907777, 6.184052], [-2.956900, 7.953461, 6.135393], [-0.274013, -0.421244, -0.213258], [0.675205, 0.807704, 0.081635], [0.172060, 1.454743, 1.230583], [-0.226474, -1.409224, 0.737933], [0.021483, -0.777715, -1.200025], [-1.322001, -0.150073, -0.340880], [0.652953, 1.557621, -0.709063], [1.726053, 0.644435, 0.320722], [0.505421, 2.355001, 1.232772], [0.016048, -2.221574, 0.287510], [1.197142, -3.563844, 6.591684], [1.857549, -4.167266, 7.796686], [2.054756, -3.163476, 8.831480], [1.941178, -2.612281, 5.794426], [0.192943, -3.223169, 6.843955], [1.046757, -4.422498, 5.937321], [2.853256, -4.508685, 7.513666], [1.233575, -4.998776, 8.124314], [2.912107, -3.330951, 9.229587], [1.443145, -2.377299, 5.008074], [-1.071043, 4.487983, -7.161958], [0.303192, 3.799055, -6.971598], [0.220407, 2.668523, -6.138294], [-1.444732, 5.383027, -6.171124], [-1.818090, 3.711659, -7.327267], [-1.103878, 5.038082, -8.102394], [0.973649, 4.467345, -6.431273], [0.745519, 3.583241, -7.944160], [1.117969, 2.554134, -5.817512], [-0.908417, 6.153388, -6.372388], [6.774651, -3.190649, 1.321374], [7.494109, -2.981813, 2.665863], [8.588747, -2.135261, 2.534204], [7.410195, -4.209475, 0.588622], [6.706724, -2.255750, 0.765105], [5.737520, -3.424839, 1.561439], [7.792414, -3.965118, 3.029498], [6.766585, -2.569345, 3.364915], [9.111292, -2.325889, 3.316650], [8.367223, -4.194456, 0.514712], [-4.479194, 4.483630, -1.672226], [-4.243598, 5.715733, -0.747561], [-3.376347, 6.633341, -1.359875], [-5.222871, 4.902728, -2.772767], [-4.992917, 3.732313, -1.072473], [-3.526879, 4.124022, -2.061946], [-3.716427, 5.358087, 0.136908], [-5.140254, 6.247334, -0.428954], [-3.891143, 7.091495, -2.028205], [-4.577781, 5.439124, -3.239393], [-3.490983, -1.674976, -6.453156], [-4.632870, -2.691061, -6.213005], [-5.150341, -3.140978, -7.483458], [-2.295466, -2.319677, -6.656874], [-3.342326, -1.037965, -5.581256], [-3.586147, -1.013352, -7.314143], [-5.356932, -2.147226, -5.606309], [-4.305213, -3.492439, -5.550796], [-5.339013, -2.345241, -7.986236], [-1.672478, -1.614394, -6.846755], [2.487520, 8.388775, 0.271995], [2.533014, 9.238233, -1.051538], [1.296735, 9.892469, -1.523204], [1.736533, 7.152116, 0.113043], [2.095442, 9.004814, 1.081253], [3.508339, 8.135157, 0.557835], [2.906347, 8.586607, -1.841553], [3.279751, 10.028368, -0.973008], [0.594298, 9.245978, -1.422101], [0.911070, 7.435978, -0.286491], [4.801053, 3.701482, 4.998523], [5.572473, 2.593894, 5.762612], [4.685172, 1.962270, 6.669477], [4.728875, 4.922392, 5.670753], [3.771546, 3.420400, 4.776655], [5.370597, 3.803570, 4.074782], [6.413565, 3.035142, 6.297355], [6.018311, 1.822386, 5.134839], [4.254895, 1.306035, 6.116466], [4.240658, 4.772604, 6.483653], [-5.029241, 1.219587, 4.073370], [-6.272443, 1.319458, 4.966731], [-7.213628, 2.264076, 4.541155], [-4.216257, 0.121218, 4.432783], [-4.487555, 2.157454, 4.196181], [-5.388475, 1.030769, 3.061747], [-5.987951, 1.490135, 6.005012], [-6.773725, 0.352712, 5.013713], [-7.297176, 2.977395, 5.178181], [-3.359793, 0.407071, 4.106633], [5.513082, -1.704864, -4.874770], [7.004243, -2.102618, -4.959647], [7.632455, -1.962483, -6.222622], [5.284181, -0.357881, -5.190738], [5.060275, -1.921497, -3.907227], [4.985522, -2.349823, -5.577493], [7.240946, -3.143992, -4.741443], [7.459097, -1.469764, -4.197600], [7.199120, -2.558158, -6.838241], [5.697373, -0.153145, -6.032726], [-6.540205, -6.123693, -0.004791], [-6.223877, -4.702662, 0.656337], [-5.352909, -4.847186, 1.764349], [-7.651327, -6.607796, 0.638940], [-5.704763, -6.803959, 0.160566], [-6.682731, -6.034219, -1.081717], [-7.090114, -4.093726, 0.915066], [-5.614737, -4.136694, -0.048465], [-4.928728, -3.999930, 1.918704], [-7.719903, -6.322307, 1.552946]],
  "forces_ev_per_angstrom": [[0.860, -0.146, 0.027], [-0.286, 0.405, -0.508], [-0.917, 0.322, -0.207], [0.015, 1.291, 0.630], [0.388, -0.280, -0.417], [0.576, -0.137, -0.974], [-0.251, -1.218, 0.473], [-0.170, -0.262, 1.236], [-0.127, 0.018, -0.003], [-0.102, 0.023, -0.289], [-1.209, 0.499, 0.134], [1.497, 0.387, 0.448], [0.555, 0.419, -0.164], [0.093, -0.671, 0.380], [-0.595, -0.437, -0.967], [-0.541, -0.459, 0.499], [0.095, -0.053, -0.208], [0.241, 0.517, -0.073], [-0.081, -0.093, 0.128], [-0.068, -0.082, -0.153], [-0.505, -0.106, 0.977], [-0.090, -0.118, -0.155], [0.833, 0.845, -0.566], [-0.190, -0.034, -0.473], [0.482, 0.009, 0.050], [-0.053, 0.422, 0.233], [0.016, 0.526, -0.172], [-0.162, -0.658, 0.044], [-0.051, -0.843, -0.071], [-0.275, -0.047, 0.131], [1.141, 1.812, -1.416], [-1.162, 0.049, 0.417], [-0.676, 0.416, 0.874], [0.472, -1.223, 0.951], [0.193, -0.254, -0.164], [0.053, 0.872, 0.152], [-0.159, -0.442, -0.694], [0.118, -1.129, -0.557], [-0.017, 0.034, 0.144], [0.022, -0.132, 0.317], [-0.521, -0.479, -1.525], [1.208, 1.809, 0.228], [-0.429, -0.718, -0.417], [0.300, -0.216, 1.382], [0.051, 0.479, 0.153], [-0.257, -0.339, -0.090], [-0.056, -0.410, -0.133], [0.008, 0.015, 0.190], [-0.057, 0.058, 0.065], [-0.249, -0.178, 0.115], [0.649, -1.078, -1.340], [-0.466, 1.148, 0.312], [-0.206, -0.572, -0.070], [-0.058, 0.269, 0.821], [-0.187, -0.092, 0.586], [0.497, -0.090, -0.412], [0.055, 0.699, -0.398], [-0.054, -0.231, -0.188], [-0.086, -0.407, 0.244], [-0.157, 0.336, 0.465], [1.231, 0.476, 1.102], [-1.711, -0.296, -0.608], [0.865, 0.181, 0.039], [-1.049, -0.964, -0.788], [0.340, 0.232, -0.084], [0.079, -0.781, -0.309], [-0.032, -0.182, 0.038], [-0.112, 0.139, 0.265], [0.439, 0.408, -0.067], [-0.060, 0.793, 0.412], [0.122, 1.264, 1.482], [0.659, -1.321, 0.193], [0.376, 0.508, -0.521], [-0.586, 0.049, -0.714], [-0.176, -0.197, -0.421], [0.281, -0.276, 0.591], [-0.035, 0.059, 0.191], [-0.395, -0.462, -0.107], [0.077, 0.280, -0.061], [-0.277, 0.096, -0.642], [-0.615, 0.072, 0.865], [0.461, 1.738, -0.912], [0.196, -0.349, 1.243], [1.852, -1.209, -0.365], [-0.605, 0.241, 0.368], [-1.210, 0.143, -0.136], [-0.619, -0.002, -0.256], [0.200, -0.360, -0.682], [-0.068, 0.014, -0.062], [0.437, -0.286, -0.055], [-0.500, 0.492, -1.117], [-0.272, -0.232, 0.023], [1.311, -0.878, 1.121], [0.683, 1.255, 0.062], [-0.313, -0.053, 0.099], [-0.035, -0.197, -0.241], [-0.134, -0.214, -0.127], [-0.212, 0.133, 0.297], [-0.243, 0.019, -0.173], [-0.319, -0.354, 0.059], [0.951, -1.064, -0.321], [-0.700, 0.557, -0.015], [0.189, -0.243, 0.300], [0.455, 0.599, 0.283], [0.073, -0.687, -0.269], [-0.253, 0.663, -0.211], [-0.180, 0.189, 0.241], [-0.091, 0.165, -0.553], [-0.392, -0.207, 0.396], [-0.063, 0.012, 0.154], [-1.307, 0.184, 0.198], [0.308, -1.100, 0.927], [-0.184, 0.571, -0.573], [0.207, 0.287, 0.307], [0.090, 0.131, -0.462], [0.053, 0.613, -0.295], [0.312, 0.220, 0.079], [0.039, -0.261, -0.309], [0.139, -0.081, -0.044], [0.363, -0.574, 0.142], [0.428, -1.168, -1.138], [-0.234, -0.336, 0.830], [-0.261, 1.335, -0.303], [-0.051, 0.419, 0.350], [0.401, 0.184, 0.171], [-0.366, -0.143, -0.285], [-0.811, -0.145, 0.971], [0.754, 0.067, -0.437], [-0.036, -0.119, -0.043], [0.166, -0.092, -0.112], [1.038, 2.416, 1.718], [1.749, -0.579, -1.786], [-0.196, -0.620, 0.781], [-2.112, -1.349, -0.065], [0.442, 0.224, -0.013], [-0.432, 0.081, 0.088], [-0.444, -0.439, -0.115], [-0.390, 0.223, -0.626], [-0.019, -0.014, 0.110], [0.389, 0.058, -0.076]]
}